{"formula": "C4H10N2OS", "method": "ωB97M-V/def2-TZVPD", "total_charge": 0, "orbital_gap_ha": 0.1797, "energy_ha": -741.1915, "symbols": ["N", "C", "C", "S", "C", "N", "C", "O", "H", "H", "H", "H", "H", "H", "H", "H", "H", "H"], "coordinates": [[-1.117, 2.708, -3.594], [0.382, -0.317, 0.331], [0.679, -0.416, -1.153], [1.420, 1.068, -1.885], [-0.561, -1.152, 0.901], [-0.714, -1.113, 2.369], [0.514, -1.051, 3.168], [-1.342, -1.957, 0.307], [-1.205, 3.679, -3.320], [-0.361, 2.238, -3.045], [-0.806, 2.726, -4.566], [0.840, 0.552, 0.804], [1.323, -1.305, -1.349], [-0.276, -0.683, -1.667], [-1.301, -1.965, 2.645], [1.293, -1.733, 2.780], [0.284, -1.265, 4.239], [0.949, -0.013, 3.034]], "atomic_forces_ev_per_a": [[0.674, -0.545, -0.034], [1.881, 1.680, -4.003], [0.704, 1.149, 1.505], [-0.735, -1.394, 0.577], [-4.688, -3.720, 3.126], [-0.162, -1.852, -1.548], [0.621, 1.141, -0.221], [2.245, 2.251, 0.574], [0.178, -0.110, 0.251], [-0.884, 0.804, -0.517], [-0.074, -0.106, 0.263], [-0.108, -0.514, 0.399], [-0.282, 0.244, 0.026], [0.171, -0.027, 0.234], [0.978, 1.743, -0.772], [-0.333, -0.002, 0.454], [0.277, 0.322, -0.940], [-0.460, -1.065, 0.625]]}

{"formula": "C4H6N2", "method": "ωB97M-V/def2-TZVPD", "total_charge": 0, "orbital_gap_ha": 0.2783, "energy_ha": -265.3269, "symbols": ["C", "C", "C", "C", "N", "N", "H", "H", "H", "H", "H", "H"], "coordinates": [[-2.737, -0.245, -0.213], [-1.675, -0.055, 0.233], [1.850, 0.391, 0.651], [-0.409, -0.090, 0.835], [0.704, -0.003, 0.139], [0.733, -0.133, -1.306], [-3.644, -0.520, -0.583], [1.978, 0.793, 1.674], [2.786, -0.128, 0.212], [-0.486, -0.324, 1.922], [1.070, 0.664, -1.831], [-0.170, -0.352, -1.733]], "atomic_forces_ev_per_a": [[-2.298, -0.090, -0.972], [3.630, 0.134, 1.081], [3.650, -1.205, 0.117], [-1.880, -0.359, 1.093], [0.408, 1.618, -1.338], [-0.675, -1.066, 0.164], [-1.860, -0.324, -0.776], [-0.812, -0.420, -0.824], [-1.697, 1.226, 0.488], [1.128, 0.295, -1.102], [0.369, 0.458, 1.079], [0.037, -0.267, 0.989]]}